Here is 11 unconnected molecules or ions with the total composition C27H46FN11O3S from OMol25. Energies are from ωB97M-V/def2-TZVPD.

Results
SMILES: CCOCCCCCNS(=O)(=O)F.CC#N.CC#N.CC#N.CC#N.CC#N.CC#N.CC#N.CC#N.CC#N.CC#N
lowest unoccupied orbital energy: 0.1 eV
HOMO-LUMO gap: 9.591 eV
calculated total energy: -64827.835 eV
energy relative to the best compared isomer or geometry (same formula, charge and spin): 0.000 eV

```
89
Properties=species:S:1:pos:R:3:forces:R:3
C 0.986 -3.474 -0.639 -0.034 -0.039 0.004
C 0.893 -3.278 -2.152 0.073 -0.052 0.042
O -0.327 -2.715 -2.590 0.026 0.054 0.051
C -0.558 -1.397 -2.120 -0.026 -0.039 -0.049
C -1.493 -1.340 -0.905 -0.015 -0.057 0.009
C -2.547 -0.240 -1.050 0.026 0.000 0.014
C -3.743 -0.714 -1.877 0.046 -0.082 0.059
C -4.734 -1.494 -1.016 0.004 -0.051 -0.008
N -5.427 -2.564 -1.782 -0.095 0.000 0.343
S -5.279 -4.099 -1.321 -0.085 0.130 -0.010
O -4.030 -4.303 -0.686 -0.011 -0.016 -0.051
O -5.783 -4.960 -2.330 -0.049 0.034 0.001
F -6.372 -4.196 -0.165 0.127 -0.007 0.032
H 1.417 -2.611 -0.130 -0.064 0.053 0.002
H -0.003 -3.657 -0.221 -0.014 -0.066 -0.017
H 1.607 -4.340 -0.408 0.092 0.038 0.000
H 1.733 -2.670 -2.509 0.018 -0.009 -0.009
H 0.972 -4.239 -2.656 -0.084 -0.026 -0.012
H -1.007 -0.844 -2.949 -0.026 -0.019 -0.024
H 0.399 -0.918 -1.890 -0.008 0.079 -0.042
H -1.975 -2.320 -0.841 -0.064 0.028 0.077
H -0.927 -1.206 0.019 0.060 0.004 -0.019
H -2.877 0.094 -0.061 -0.073 0.030 -0.015
H -2.104 0.628 -1.534 0.062 0.058 0.053
H -4.234 0.132 -2.357 -0.037 -0.033 -0.084
H -3.389 -1.383 -2.664 0.015 0.083 -0.080
H -4.220 -1.953 -0.173 0.017 -0.051 -0.026
H -5.504 -0.838 -0.612 0.032 0.024 0.073
H -6.397 -2.354 -1.980 0.042 -0.042 -0.331
C 2.977 1.185 -0.473 -0.007 -0.009 -0.009
C 1.534 1.389 -0.514 -0.103 -0.028 -0.011
N 0.396 1.540 -0.547 0.150 0.059 0.016
H 3.196 0.159 -0.182 -0.009 0.000 -0.004
H 3.408 1.380 -1.453 -0.006 -0.004 0.000
H 3.425 1.873 0.240 0.016 0.004 -0.014
C -7.492 -6.950 1.162 0.002 -0.038 0.018
C -7.895 -7.432 2.478 -0.025 -0.033 0.078
N -8.211 -7.810 3.515 0.022 0.032 -0.085
H -6.553 -6.407 1.236 -0.003 0.005 -0.002
H -7.362 -7.791 0.483 0.001 0.005 0.000
H -8.255 -6.285 0.761 0.013 0.011 -0.004
C 5.810 3.390 2.676 -0.037 0.001 -0.059
C 5.468 3.624 1.278 0.017 0.045 -0.091
N 5.199 3.809 0.176 0.018 -0.057 0.101
H 6.395 2.477 2.768 0.000 0.004 0.011
H 6.393 4.228 3.055 -0.007 -0.002 0.010
H 4.908 3.289 3.276 0.014 0.001 0.015
C -8.058 -4.770 -4.868 0.007 -0.001 -0.006
C -7.992 -4.357 -6.266 0.009 0.021 -0.084
N -7.941 -4.033 -7.366 -0.009 -0.021 0.086
H -7.074 -4.708 -4.407 0.002 -0.009 0.000
H -8.747 -4.125 -4.326 -0.004 -0.006 -0.002
H -8.412 -5.797 -4.802 0.002 0.002 0.002
C 6.272 4.889 7.100 0.011 -0.018 -0.011
C 5.587 3.826 6.374 -0.083 -0.048 -0.039
N 5.036 2.996 5.803 0.106 0.078 0.031
H 5.960 4.876 8.143 0.007 0.000 0.001
H 7.349 4.739 7.053 -0.003 0.000 -0.002
H 6.024 5.860 6.675 -0.009 0.003 0.013
C -0.858 3.736 -2.756 -0.013 0.037 -0.011
C -1.917 2.890 -3.294 -0.046 -0.083 -0.044
N -2.743 2.215 -3.719 0.040 0.059 0.063
H -0.945 3.791 -1.673 0.009 -0.020 0.002
H 0.110 3.307 -3.001 0.011 0.001 0.002
H -0.929 4.736 -3.180 -0.006 -0.012 -0.006
C 1.775 -6.486 -5.080 0.003 -0.004 0.001
C 2.730 -5.564 -4.477 0.027 0.098 0.019
N 3.462 -4.820 -4.000 -0.016 -0.089 -0.021
H 1.652 -7.362 -4.445 0.001 0.002 -0.002
H 0.812 -5.992 -5.196 0.002 0.000 0.003
H 2.132 -6.804 -6.058 -0.001 0.001 0.002
C 7.350 5.058 -2.299 -0.017 -0.013 0.001
C 8.172 4.779 -3.472 0.047 -0.013 -0.067
N 8.819 4.560 -4.394 -0.049 0.015 0.070
H 7.972 5.075 -1.406 -0.003 0.000 -0.001
H 6.862 6.025 -2.409 0.000 -0.002 0.001
H 6.588 4.291 -2.176 0.002 0.011 0.016
C 4.787 7.288 10.279 -0.022 0.042 0.015
C 5.187 7.788 8.968 0.007 0.036 -0.051
N 5.501 8.178 7.935 0.002 -0.088 0.071
H 5.361 7.787 11.057 -0.002 0.000 -0.002
H 3.728 7.481 10.439 0.002 0.001 -0.001
H 4.962 6.216 10.343 0.001 0.003 -0.006
C -1.279 3.114 2.006 -0.013 0.006 0.013
C -0.937 3.773 3.262 0.009 0.040 0.072
N -0.668 4.294 4.249 -0.007 -0.040 -0.078
H -1.941 2.271 2.195 0.001 0.003 0.004
H -1.784 3.817 1.346 -0.004 -0.006 0.005
H -0.383 2.748 1.511 -0.010 -0.005 -0.012
```
Forces are in eV/Å.


Here is a molecular structure, C12H32N4O8Sr in a non-equilibrium geometry from OMol25. Energies are from ωB97M-V/def2-TZVPD.

Results
lowest unoccupied orbital energy: 3.8 eV
HOMO-LUMO gap: 2.215 eV
calculated total energy: -36135.340 eV
net charge: -2

```
57
Properties=species:S:1:pos:R:3:forces:R:3
Sr 1.724 -0.645 -1.072 2.955 -0.776 -1.957
O 2.959 -2.339 -2.827 -0.911 -0.805 -0.102
H 2.299 -2.696 -3.443 0.103 0.283 -0.267
O 2.893 -2.450 0.104 -0.848 -0.696 1.043
H 2.693 -2.914 0.932 0.032 0.060 0.038
O 4.205 -0.066 -1.133 0.012 0.682 0.153
H 3.969 0.659 -0.551 0.228 0.455 0.503
O 1.637 0.608 -3.219 -0.674 0.622 -0.079
H 1.148 1.427 -3.046 -0.050 0.019 -0.082
C -0.264 -0.855 2.094 0.166 -0.095 -0.055
O 0.516 -0.590 1.227 -0.115 0.263 0.120
N -0.900 0.074 2.868 -0.995 0.007 0.025
C -1.999 -0.310 3.728 0.783 -0.108 0.849
C -0.830 1.485 2.555 0.470 0.106 0.852
H -0.505 -1.896 2.375 -0.086 -0.007 0.008
H -2.874 0.321 3.562 -0.154 -0.241 -0.270
H -1.724 -0.185 4.790 -0.040 0.212 -0.130
H -2.211 -1.376 3.646 -0.231 0.084 -0.377
H 0.036 1.676 1.924 -0.157 -0.030 -0.292
H -1.766 1.863 2.135 0.064 -0.135 -0.333
H -0.684 2.020 3.504 0.060 0.079 -0.115
C 2.624 2.889 -0.511 0.264 -0.208 -0.735
O 1.817 2.011 -0.322 -0.594 0.329 0.926
N 2.470 4.180 -0.080 0.665 -0.194 -0.151
C 3.383 5.219 -0.524 -0.577 -0.021 0.322
C 1.405 4.510 0.828 -0.271 0.315 -0.318
H 3.541 2.700 -1.091 -0.021 -0.082 -0.057
H 3.865 5.694 0.337 -0.034 0.153 -0.086
H 2.800 5.952 -1.093 0.298 0.218 0.036
H 4.166 4.829 -1.168 -0.106 -0.287 -0.036
H 0.422 4.362 0.368 0.033 -0.260 0.075
H 1.475 3.915 1.740 -0.112 0.002 0.039
H 1.455 5.575 1.065 0.177 -0.067 0.157
C 0.363 -3.563 -1.624 1.045 0.095 1.261
O -0.074 -2.439 -1.469 -1.068 -0.148 -0.330
N -0.362 -4.683 -1.339 0.027 -0.254 -0.027
C -1.742 -4.633 -0.935 0.356 0.273 -0.674
C 0.256 -5.983 -1.449 -0.733 0.133 -0.779
H 1.439 -3.749 -1.819 0.063 0.423 -0.413
H -2.037 -3.588 -0.861 0.090 0.060 0.144
H -1.872 -5.139 0.024 -0.218 -0.115 0.007
H -2.349 -5.078 -1.732 -0.294 -0.248 0.299
H -0.091 -6.496 -2.362 -0.004 -0.028 0.047
H 1.331 -5.869 -1.552 0.096 -0.064 0.416
H -0.083 -6.603 -0.616 0.498 -0.052 0.220
C -1.523 1.332 -0.938 0.223 0.159 0.294
O -0.732 0.482 -1.210 0.050 -0.235 -0.091
N -2.719 1.075 -0.317 0.044 0.269 -0.149
C -3.713 2.094 -0.139 -0.089 -0.282 0.977
C -3.065 -0.298 -0.064 -0.564 -0.307 -0.478
H -1.313 2.404 -1.097 -0.186 0.093 -0.076
H -3.301 3.081 -0.338 -0.009 -0.033 -0.396
H -4.013 2.122 0.922 -0.071 -0.024 -0.082
H -4.629 1.891 -0.703 0.095 0.185 -0.272
H -3.804 -0.648 -0.801 -0.032 0.040 0.066
H -2.191 -0.932 -0.206 0.144 0.127 0.200
H -3.522 -0.422 0.922 0.201 0.051 0.127
```
Forces are in eV/Å.


Here is a molecular structure, C20H20ClNO10Os in a non-equilibrium geometry from OMol25. Energies are from ωB97M-V/def2-TZVPD.

Results
lowest unoccupied orbital energy (spin up / spin down): -2.6 / -2.6 eV
HOMO-LUMO gap (spin up / spin down): 6.780 / 6.778 eV
calculated total energy: -58018.004 eV
energy relative to the best compared isomer or geometry (same formula, charge and spin): 0.000 eV

```
53
Properties=species:S:1:pos:R:3:forces:R:3
Os 0.305 1.029 -1.236 0.695 -0.417 -0.433
O 1.259 -0.242 0.125 0.218 -0.166 0.175
C 0.344 -0.935 1.062 0.163 -0.044 -0.176
C -1.100 -0.629 0.625 0.138 0.328 -0.002
O -2.053 -1.203 1.059 0.015 -0.125 0.055
O -1.219 0.400 -0.232 -0.241 0.163 -0.010
C 0.539 -0.339 2.444 -0.086 0.002 -0.026
C -0.045 -0.997 3.524 -0.020 0.029 0.038
C 0.071 -0.473 4.799 0.004 -0.002 -0.009
C 0.770 0.711 5.004 0.012 0.019 0.011
C 1.344 1.366 3.929 -0.010 -0.012 -0.020
C 1.226 0.848 2.645 0.082 0.022 0.036
C 0.710 -2.404 0.985 -0.103 0.021 -0.040
C 1.906 -2.813 1.575 -0.008 0.008 0.026
C 2.332 -4.123 1.448 -0.016 -0.027 -0.017
C 1.565 -5.036 0.735 0.038 -0.003 0.020
C 0.380 -4.632 0.142 -0.029 0.022 -0.017
C -0.049 -3.316 0.261 0.054 -0.015 -0.015
H 1.592 -0.912 -0.500 0.256 0.015 0.264
H -0.594 -1.916 3.362 0.003 0.005 -0.021
H -0.384 -0.990 5.633 0.001 0.003 0.003
H 0.862 1.120 6.002 -0.002 -0.002 0.001
H 1.883 2.293 4.077 -0.002 0.000 0.023
H 1.673 1.379 1.817 -0.025 -0.035 -0.022
H 2.497 -2.102 2.138 -0.012 0.007 0.004
H 3.261 -4.434 1.908 0.001 -0.003 0.002
H 1.895 -6.063 0.640 -0.001 0.000 -0.002
H -0.216 -5.337 -0.420 0.001 -0.003 0.002
H -0.975 -3.014 -0.208 -0.007 -0.007 0.001
C -1.072 1.196 -4.984 -0.045 -0.069 -0.037
C -1.467 0.867 -3.554 0.222 0.265 0.158
C -2.962 0.915 -3.318 -0.024 -0.166 0.038
O -0.819 1.884 -2.703 -0.423 -0.142 -0.461
C -0.895 -0.523 -3.209 -0.166 0.182 -0.148
O -1.362 -1.520 -3.679 0.072 0.042 0.007
O 0.166 -0.542 -2.383 0.216 0.517 0.464
H -1.479 2.167 -5.265 -0.004 0.005 0.015
H -1.469 0.431 -5.650 0.006 0.015 -0.021
H 0.013 1.228 -5.083 0.002 -0.001 0.008
H -3.358 1.882 -3.629 0.008 0.009 0.001
H -3.196 0.745 -2.266 0.016 0.020 -0.006
H -3.435 0.129 -3.903 -0.021 0.025 -0.012
H -1.446 2.420 -2.136 0.029 0.291 -0.100
Cl -1.265 3.736 2.570 0.007 -0.022 -0.012
C -0.718 4.493 1.051 0.097 -0.028 0.010
C -0.663 3.438 -0.033 -0.170 0.238 -0.084
O -1.544 3.408 -0.890 -0.016 0.111 0.329
O 0.347 2.625 0.050 -0.248 -0.597 -0.370
H 0.268 4.914 1.227 -0.008 0.000 -0.013
H -1.433 5.258 0.773 -0.009 0.016 0.017
O 3.161 0.325 -1.789 0.160 0.014 -0.146
N 3.041 1.381 -2.320 0.173 -0.347 0.345
O 1.809 1.908 -2.217 -0.995 -0.159 0.167
```
Forces are in eV/Å.